Entry 1:
Density functional theory data (the ωB97M-V functional and the def2-TZVPD basis) for 2 unconnected molecules or ions with the total composition C5H13IN at a distorted geometry.

Geometry as XYZ:
```
20
C5H13IN the ωB97M-V functional and the def2-TZVPD basis
C -0.16041 1.39118 -1.13357
C 0.99633 1.31914 1.05119
C 0.90674 -1.64456 0.94041
C -0.14069 -1.43248 -1.24631
C 0.35039 0.54863 -0.05425
N 0.34206 -0.74888 -0.05602
I -3.20651 0.52157 0.35471
H -0.54203 2.41811 -0.75984
H 0.51752 1.58019 -1.94331
H -1.06053 0.76006 -1.67098
H 0.28817 1.98773 1.62929
H 1.37944 0.54555 1.85348
H 1.95793 1.85639 0.62707
H 1.25411 -1.15058 1.78770
H 0.16265 -2.42583 1.27026
H 1.88950 -1.95410 0.40287
H -1.30426 -1.62426 -1.09920
H 0.06134 -0.88088 -2.19831
H 0.40647 -2.43996 -1.21881
H -4.09821 1.37296 1.46363
```

As for the charge: +1. As for the total energy: -14978.59367 eV. As for the relative energy (zero: lowest compared OMol25 entry of this formula, charge and spin): 32.90 kcal per mole. For the HOMO energy, the calculation gives -13.4 eV. The value obtained for the HOMO-LUMO gap is 9.434 eV. As for the LUMO energy: -3.94 eV.



Entry 2:
Density functional theory data (the ωB97M-V functional and the def2-TZVPD basis) for a gas-phase ion, C5H13IN (charge +1) at a distorted geometry.

Geometry as XYZ:
```
20
C5H13IN the ωB97M-V functional and the def2-TZVPD basis
C -1.63274 -0.17571 1.56583
C 0.03097 1.70598 0.81927
C 1.12582 -0.57100 -2.26009
C -0.11027 0.18986 1.29108
C 0.58933 -0.66225 0.09291
N 0.01917 -0.52381 -1.25799
I 0.51595 -2.80362 0.63920
H -2.32288 0.24375 0.80490
H -1.98240 0.29984 2.55669
H -1.65654 -1.21179 1.74490
H -0.62385 1.91667 0.11555
H 1.06069 1.83477 0.43484
H -0.28674 2.32239 1.66058
H 1.78967 0.24051 -2.19022
H 1.61353 -1.46742 -2.22229
H 0.85560 -0.34424 -3.25889
H 0.54678 0.12181 2.16344
H 1.54296 -0.27903 0.17787
H -0.64402 -1.20950 -1.54029
H -0.43104 0.37279 -1.33731
```

As for the SMILES: C[NH2+][C@H](I)C(C)C. As for the charge: +1. As for the total energy: -14978.59536 eV. As for the relative energy (zero: lowest compared OMol25 entry of this formula, charge and spin): 32.86 kcal per mole. For the HOMO energy, the calculation gives -13.6 eV. The value obtained for the HOMO-LUMO gap is 9.971 eV. As for the LUMO energy: -3.68 eV.



Entry 3:
Density functional theory data (the ωB97M-V functional and the def2-TZVPD basis) for 3 unconnected molecules or ions with the total composition C5H13IN at a distorted geometry.

Geometry as XYZ:
```
20
C5H13IN the ωB97M-V functional and the def2-TZVPD basis
C -0.13577 0.79471 1.17922
C -1.29939 -1.28002 0.65828
C 1.22393 -2.39304 -0.28648
C -0.97368 3.14473 0.19105
C -0.02440 -0.55747 0.81789
N 1.07540 -1.10360 0.31279
I 1.53793 0.94528 -3.03567
H -0.89544 0.99416 1.97089
H -1.27312 2.63331 -0.78379
H 0.75482 1.34459 1.28839
H -2.19061 -0.62773 0.71659
H -1.57373 -1.77845 1.55099
H -1.40074 -1.89441 -0.16666
H 2.12748 -2.82430 -0.01100
H 0.17450 -2.92513 -0.24763
H 1.46299 -2.26377 -1.43916
H -1.59294 3.62162 1.00934
H 0.01585 3.42761 0.27118
H 1.00805 1.22637 -4.50891
H 1.97886 -0.48446 0.51271
```

As for the charge: +1. As for the total energy: -14975.02781 eV. As for the relative energy (zero: lowest compared OMol25 entry of this formula, charge and spin): 115.13 kcal per mole. For the HOMO energy, the calculation gives -12.7 eV. The value obtained for the HOMO-LUMO gap is 6.593 eV. As for the LUMO energy: -6.08 eV.